No. 1
{
  "formula": "C2H5N3O",
  "method": "ωB97M-V/def2-TZVPD",
  "symbols": ["N", "H", "H", "N", "C", "H", "O", "N", "C", "H", "H"],
  "coordinates": [[0.5736, 0.9532, -1.2287], [1.5269, 1.1728, 0.5901], [-0.7299, -0.5758, -1.6500], [-1.4160, -1.3164, 0.7432], [-0.2245, -0.0115, -0.8339], [1.9825, 2.3479, -0.7316], [0.5031, -0.1075, 1.4289], [1.2612, 1.6619, -0.3687], [-0.3353, -0.4626, 0.5768], [-1.3309, -1.9508, 1.5496], [-1.8107, -1.7113, -0.0757]],
  "nbo_charge": [-0.1411, 0.4135, 0.1890, -0.8104, -0.1963, 0.3768, -0.6397, -0.6005, 0.6195, 0.3980, 0.3912],
  "charge": 0,
  "max_force_ev_per_a": 3.60,
  "e_lumo_ev": 0.8,
  "energy_ev": -8671.8802,
  "smiles": "N/N=C\\C(N)=O",
  "orbital_gap_ev": 9.622,
  "molar_mass_g_mol": 87.082,
  "relative_energy_kj_mol": 170.0
}



No. 2
{
  "formula": "C2H10NO",
  "method": "ωB97M-V/def2-TZVPD",
  "symbols": ["H", "H", "H", "C", "H", "H", "N", "H", "H", "O", "H", "H", "H", "C"],
  "coordinates": [[2.4129, -0.2293, 0.0204], [0.3470, -1.0374, 1.1284], [-0.5109, 1.8095, 0.5393], [-0.5874, 0.9215, 1.2108], [-1.5870, 0.6143, 1.3364], [-2.1953, -0.9289, -2.4866], [0.3212, -0.1716, 0.5801], [-0.0623, -0.4603, -0.3039], [-0.8038, -1.7194, -2.5462], [-1.3111, -0.9659, -2.1043], [1.7617, 1.3934, 0.1903], [2.2455, 0.4153, 1.5758], [-0.2715, 1.2323, 2.2525], [1.7380, 0.3850, 0.6337]],
  "nbo_charge": [0.2412, 0.4342, 0.2398, -0.4209, 0.2407, 0.5035, -0.5087, 0.4680, 0.4960, -0.9918, 0.2392, 0.2509, 0.2463, -0.4384],
  "charge": 1,
  "max_force_ev_per_a": 3.46,
  "e_lumo_ev": -3.3,
  "energy_ev": -5766.8832,
  "orbital_gap_ev": 12.404,
  "molar_mass_g_mol": 64.108,
  "relative_energy_kj_mol": 77.1
}



No. 3
{
  "formula": "C18H42N5NiO6",
  "method": "ωB97M-V/def2-TZVPD",
  "symbols": ["H", "O", "C", "H", "C", "H", "H", "H", "H", "H", "C", "C", "H", "O", "H", "H", "O", "C", "H", "C", "H", "C", "H", "H", "C", "N", "H", "H", "H", "H", "H", "N", "H", "C", "H", "C", "H", "C", "N", "N", "C", "C", "H", "H", "H", "C", "O", "H", "H", "O", "O", "H", "H", "H", "Ni", "H", "H", "C", "C", "H", "H", "H", "H", "C", "H", "H", "H", "H", "N", "H", "H", "C"],
  "coordinates": [[0.6953, -1.4190, 2.2456], [4.2809, 3.1636, 4.3401], [6.5035, -0.1649, 5.7096], [2.3350, 5.0961, 5.9930], [-1.2674, -0.8629, 0.6827], [0.6496, -0.9738, 7.4722], [3.5763, -1.3717, 7.0838], [1.9290, 0.2814, 7.4356], [-1.6316, -0.3107, 7.3784], [-1.5590, 1.8575, 1.6238], [3.8982, -2.0687, 2.6101], [0.8681, 0.0872, 7.5932], [7.0809, -0.5923, 6.5294], [3.6633, 0.6600, 2.0385], [3.0912, 6.6354, 5.7423], [6.7797, -0.8156, 4.8800], [4.1730, 0.3088, 5.0032], [0.5733, -0.3257, 2.2900], [5.8725, 6.0364, 6.7020], [4.2533, -0.0682, 1.2284], [0.7168, 0.0833, 8.6726], [4.9821, -2.2306, 0.4028], [5.3501, -1.5416, -0.3575], [5.5357, 3.1952, 6.0970], [0.4800, 1.9370, 6.0378], [4.3291, -1.4061, 1.3856], [6.9676, 0.8188, 5.6376], [4.6421, -2.7372, 3.0436], [-0.3463, 5.8620, 1.8854], [4.2632, -2.8390, -0.1460], [0.5081, 6.0620, -0.0309], [1.2392, 4.6591, 1.3964], [-0.7353, 4.1498, 1.8546], [-0.6050, 1.5458, 1.1985], [4.5790, 6.0156, 7.7227], [5.0000, -0.1954, 6.0424], [-2.3147, -0.6331, 0.8789], [4.5626, -1.5126, 6.6418], [-0.3114, 0.1080, 1.2518], [0.0051, 0.8961, 6.7164], [-1.4614, 0.5181, 6.6912], [2.2127, 3.7853, 1.6176], [3.4055, -1.3832, 3.2997], [-1.7804, 0.3879, 5.6571], [4.6144, 0.2318, 0.2325], [0.0173, 4.8738, 2.1670], [1.1336, 0.4460, 3.0866], [5.9096, -2.6796, 0.7580], [5.4581, -1.7118, 7.2306], [1.6162, 2.1186, 5.4965], [2.2211, 3.0029, 2.5392], [0.0794, 2.2853, 1.6140], [5.3841, 4.5084, 7.7671], [4.5114, -2.4300, 6.0553], [2.9061, 1.4265, 3.8606], [2.0666, 5.3278, -0.5170], [-1.1080, -1.0078, -0.3858], [1.1175, 5.1585, -0.0083], [4.7302, 3.5970, 5.4631], [3.0438, 3.8796, 0.9017], [-1.0320, -1.8052, 1.1774], [-0.7095, 1.7765, 0.1383], [-1.8522, 1.4101, 7.1807], [3.1710, 5.5788, 5.4868], [-0.3523, 2.5781, 5.7085], [0.1507, 4.7425, 3.2408], [3.0987, 5.6061, 4.3995], [0.6276, 4.3801, -0.5932], [4.3466, 4.7926, 5.9955], [5.0607, 0.5148, 6.8670], [3.2590, -2.8544, 2.2075], [5.1410, 5.3279, 7.0908]],
  "lowdin_charge": [0.1401, -0.0740, -0.0305, 0.0903, -0.0307, 0.0905, 0.0746, 0.0727, 0.0978, 0.0955, -0.0187, -0.0328, 0.0914, -0.0523, 0.0943, 0.0898, 0.0027, -0.1936, 0.1061, -0.2206, 0.1002, -0.0376, 0.0878, 0.1389, -0.2547, -0.1733, 0.0835, 0.0995, 0.0974, 0.1078, 0.0933, -0.1561, 0.0741, -0.0461, 0.0935, -0.4645, 0.0991, -0.0018, -0.1446, -0.1493, 0.0213, -0.3104, 0.0653, 0.0934, 0.1564, -0.0172, -0.0505, 0.1091, 0.1003, -0.0737, -0.0326, 0.0470, 0.0982, 0.0912, 0.8001, 0.0945, 0.0956, -0.0153, -0.2158, 0.1619, 0.0820, 0.0994, 0.0984, 0.0058, 0.1501, 0.0963, 0.0849, 0.0896, -0.1511, 0.1326, 0.0961, -0.0423],
  "charge": 2,
  "max_force_ev_per_a": 3.98,
  "multiplicity": 4,
  "e_lumo_ev": [-4.1, -8.0],
  "energy_ev": -80109.1479,
  "orbital_gap_ev": [10.458, 6.555],
  "molar_mass_g_mol": 483.256
}



No. 4
{
  "formula": "C39H37IrN5O3S2",
  "method": "ωB97M-V/def2-TZVPD",
  "symbols": ["C", "C", "H", "C", "Ir", "H", "H", "H", "C", "C", "C", "N", "H", "C", "C", "C", "H", "H", "H", "H", "H", "C", "C", "N", "H", "S", "C", "H", "H", "H", "H", "N", "H", "H", "H", "C", "H", "H", "C", "C", "H", "C", "H", "C", "H", "O", "H", "S", "H", "H", "C", "C", "C", "H", "H", "C", "C", "C", "C", "C", "C", "C", "H", "O", "C", "C", "C", "H", "C", "H", "C", "H", "C", "C", "H", "H", "H", "N", "H", "C", "C", "H", "N", "C", "C", "C", "O"],
  "coordinates": [[-1.2038, 0.2570, -5.8825], [1.9099, 4.3227, -2.9441], [3.0848, -8.6823, 0.0458], [-7.4397, 0.8598, -0.2602], [0.1604, -2.4754, 0.6915], [4.9791, 3.4332, -0.8290], [-3.0759, 0.2774, -1.7783], [-3.7013, 0.3602, 2.4824], [-0.1856, -0.6168, -5.4989], [1.5669, 5.4611, -2.1868], [-5.0974, 0.5392, -1.1188], [0.8494, -4.3386, 0.7488], [-1.6102, 0.2046, -6.8841], [0.7463, 5.3333, -1.1033], [0.2306, 4.0682, -0.7338], [0.8065, -3.5819, 5.8225], [0.9744, -4.5984, 5.4772], [0.2000, -1.3399, -6.2080], [0.1873, -3.6131, 6.7137], [-2.4581, 1.8827, -5.2690], [4.1334, 1.1954, -1.3643], [-3.2499, 0.3227, 0.3736], [1.4093, -1.4206, -3.8301], [0.9246, -6.6613, 1.4264], [0.4647, 6.2002, -0.5188], [-1.5559, 0.1388, 0.7267], [1.4805, -0.4026, -1.6342], [1.8054, -2.1361, -4.5399], [1.7307, 2.2380, -3.2116], [1.7512, -3.0963, 6.0584], [-7.6270, 1.8884, -0.5763], [1.1601, -8.8992, 1.7102], [-8.0184, 0.6756, 0.6418], [-0.2377, -0.8596, 5.4932], [2.5614, 4.4318, -3.8014], [-1.6772, 1.1917, -4.9788], [-1.5306, 2.0068, -2.9953], [2.7658, -2.0003, -2.2633], [-3.7438, 0.3807, -0.9312], [0.4434, 0.4945, -1.9623], [1.9496, 6.4315, -2.4732], [2.7880, 1.1638, 0.3355], [1.5711, -9.8036, 1.5319], [2.8218, 3.0678, 1.7535], [-6.1175, 0.6793, 2.1123], [1.1073, -0.7257, 0.9741], [-1.5296, -1.5106, 4.4484], [2.2969, -0.4897, -0.0358], [0.3724, -8.8516, 2.3379], [1.5850, 1.3509, 2.1179], [-0.8191, -1.7438, 5.2337], [1.5779, -7.8038, 1.1121], [0.3058, -3.0485, 3.5367], [-7.8031, 0.2026, -1.0495], [-1.8098, 2.6418, 1.5786], [2.3228, 1.8077, 1.4738], [0.9279, -5.4879, 1.0390], [0.0450, 1.6391, -1.0972], [0.5713, 2.9186, -1.4929], [3.7801, 3.6740, 0.9372], [4.2332, 2.9806, -0.1880], [-0.6326, 3.9387, 0.3781], [2.4662, 3.5918, 2.6321], [-1.0982, -1.1387, -0.0852], [-1.1365, 2.7253, 0.7334], [0.3736, -0.5679, -4.1892], [3.7561, 1.7198, -0.4931], [3.6120, 5.6349, 1.8047], [4.3431, 5.0178, 1.2846], [-0.8994, 4.8227, 0.9438], [-5.4523, 0.5968, 1.2629], [0.9850, -3.8557, 3.2829], [-1.1469, 1.2618, -3.6814], [1.9530, -1.3396, -2.5427], [-5.5028, 0.5721, -2.1223], [5.2026, 4.8985, 1.9479], [4.6852, 5.5487, 0.3979], [0.0893, -2.8092, 4.7859], [-1.3481, -2.0957, 6.1148], [-0.1176, 0.3897, -3.2560], [-0.7962, 1.5749, -0.0157], [2.9076, -6.9872, -0.1919], [2.5959, -7.8265, 0.2651], [-4.0948, 0.4197, 1.4751], [-5.9748, 0.6592, -0.0273], [1.4317, 3.0861, -2.6086], [-0.2917, -2.3719, 2.6108]],
  "lowdin_charge": [0.0366, -0.0252, 0.1499, -0.0134, 1.4427, 0.1368, 0.1033, 0.1163, 0.1101, -0.0194, 0.0006, -0.0702, 0.1443, 0.0102, -0.1359, 0.0314, 0.1040, 0.1495, 0.1090, 0.1427, 0.1270, -0.4120, 0.0736, 0.1851, 0.1338, 1.1441, -0.3003, 0.1477, 0.1183, 0.1152, 0.1077, 0.2467, 0.0932, 0.1193, 0.1259, 0.0472, 0.1425, 0.1284, -0.0495, -0.0804, 0.1288, -0.3988, 0.1535, 0.0010, 0.1339, -0.6543, 0.0913, 1.1751, 0.1491, 0.1151, 0.0357, -0.4148, -0.2078, 0.0986, 0.1240, -0.0547, -0.2889, -0.1406, -0.1065, -0.2270, 0.0009, 0.0292, 0.1344, -0.6172, -0.0559, -0.1236, -0.0638, 0.0921, -0.0139, 0.1411, 0.0048, 0.1417, 0.0943, -0.0158, 0.1314, 0.1085, 0.0921, -0.1203, 0.1121, -0.0995, -0.3072, 0.1337, 0.2401, -0.0584, -0.2170, -0.0228, -0.1904],
  "charge": 4,
  "max_force_ev_per_a": 0.52,
  "multiplicity": 2,
  "e_lumo_ev": [-11.8, -13.5],
  "energy_ev": -79106.4290,
  "orbital_gap_ev": [5.625, 3.888],
  "molar_mass_g_mol": 880.108,
  "relative_energy_kj_mol": 94.0
}



No. 5
{
  "formula": "C3H4LiLuO3",
  "method": "ωB97M-V/def2-TZVPD",
  "symbols": ["H", "Lu", "O", "H", "H", "C", "C", "H", "O", "C", "Li", "O"],
  "coordinates": [[-0.6962, 1.6968, -0.6037], [-3.1289, 0.8902, 1.6393], [0.8330, -1.8953, 0.9115], [1.1730, 1.2886, -0.5717], [1.9490, 0.2079, -0.4577], [-0.6306, 0.6185, -0.3738], [1.1765, -1.6894, -0.2717], [-1.2767, 0.1620, -1.1422], [0.7444, -1.3233, -1.4374], [0.8495, 0.2236, -0.5510], [0.1402, -0.5531, 1.9331], [-1.1331, 0.3734, 0.9253]],
  "nbo_charge": [0.2003, 1.8173, -0.6691, 0.3043, 0.3508, -0.0963, 0.9475, 0.2321, -0.4078, -0.5244, 0.9589, -1.1135],
  "charge": 2,
  "max_force_ev_per_a": 4.29,
  "e_lumo_ev": [-9.2, -10.6],
  "energy_ev": -43118.5203,
  "orbital_gap_ev": [7.708, 4.340],
  "molar_mass_g_mol": 269.970,
  "relative_energy_kj_mol": 634.9
}



No. 6
{
  "formula": "C3H9ClNO",
  "method": "ωB97M-V/def2-TZVPD",
  "symbols": ["C", "Cl", "C", "H", "H", "H", "N", "H", "H", "H", "H", "H", "H", "O", "C"],
  "coordinates": [[0.4119, 1.0885, 0.5289], [-4.0765, -0.2405, 0.2466], [-0.8784, 0.2686, -1.3192], [0.5933, 2.0066, 0.0254], [0.1197, -2.1717, 0.0498], [-1.4862, -0.5286, -1.5675], [0.1806, 0.0042, -0.4042], [1.1281, -0.0272, -0.9516], [-0.9243, 1.1337, -1.8610], [-0.3315, 1.2674, 1.2910], [1.2661, 0.7646, 1.1156], [0.8621, -1.3581, 1.2073], [-0.9320, -1.1310, 0.9088], [-2.5326, 0.3237, 0.4492], [0.0682, -1.2089, 0.5156]],
  "nbo_charge": [-0.4263, 0.3534, 0.1175, 0.2356, 0.2456, 0.2301, -0.4161, 0.4696, 0.2253, 0.2715, 0.2333, 0.2515, 0.2755, -0.6272, -0.4394],
  "charge": 1,
  "max_force_ev_per_a": 4.27,
  "e_lumo_ev": [-7.0, -7.0],
  "energy_ev": -19303.4120,
  "orbital_gap_ev": [6.538, 6.519],
  "molar_mass_g_mol": 110.564,
  "relative_energy_kj_mol": 618.6
}



Question: Among the records above, which one has the highest charge?
Answer: C39H37IrN5O3S2